Here is the molecule C21H19F3N2O2S in a non-equilibrium geometry from OMol25. Energies are from ωB97M-V/def2-TZVPD.

Cartesian coordinates (Å):
1 C -2.38 -2.98 2.73
2 C -0.92 -2.79 2.54
3 N -0.57 -1.40 2.06
4 C -0.41 -1.26 0.67
5 O -0.79 -2.16 -0.07
6 C 0.23 0.02 0.19
7 C 0.18 0.14 -1.28
8 C 0.71 1.48 -1.84
9 C -0.15 2.57 -1.86
10 C 0.31 3.87 -2.08
11 C 1.67 4.10 -2.33
12 C 2.47 2.98 -2.49
13 F 3.79 3.15 -2.82
14 C 2.01 1.67 -2.31
15 C 0.93 -1.04 -1.94
16 C 2.29 -1.26 -1.74
17 C 2.88 -2.34 -2.42
18 F 4.25 -2.47 -2.37
19 C 2.15 -3.28 -3.13
20 C 0.79 -3.04 -3.25
21 F -0.01 -3.98 -3.88
22 C 0.18 -1.92 -2.71
23 C -0.58 1.05 0.93
24 O -1.18 2.00 0.42
25 N -0.63 0.91 2.33
26 C -1.15 2.12 3.09
27 C -2.63 2.10 3.27
28 C -0.79 -0.34 2.92
29 S -1.28 -0.54 4.50
30 H -2.56 -4.03 2.99
31 H -2.77 -2.35 3.54
32 H -2.92 -2.76 1.80
33 H -0.36 -2.89 3.47
34 H -0.53 -3.45 1.75
35 H 1.29 0.08 0.54
36 H -0.87 0.05 -1.58
37 H -1.21 2.43 -1.67
38 H -0.39 4.70 -2.04
39 H 2.08 5.10 -2.43
40 H 2.70 0.86 -2.51
41 H 2.91 -0.59 -1.12
42 H 2.62 -4.16 -3.56
43 H -0.90 -1.76 -2.79
44 H -0.62 2.06 4.04
45 H -0.83 2.97 2.48
46 H -2.92 3.04 3.76
47 H -3.14 2.05 2.31
48 H -2.95 1.28 3.92

Properties
DFT total energy, eV: -48148.499
E_HOMO, eV: -9.05
Relative energy (zero: lowest compared OMol25 entry of this formula, charge and spin), kcal per mole: 0.0
SMILES: CCN1C(=O)C([C@@H](c2cccc(F)c2)c2cc(F)cc(F)c2)C(=O)N(CC)C1=S
M, g mol⁻¹: 420.456
Spin multiplicity: 1

Here is the molecule C7H12NP in a non-equilibrium geometry from OMol25. Energies are from ωB97M-V/def2-TZVPD.

Cartesian coordinates (Å):
1 C -2.21 0.90 0.92
2 C -1.73 -0.55 0.65
3 P -0.18 -0.45 -0.48
4 N -0.73 -1.09 -1.90
5 C 0.58 1.09 -0.77
6 C 1.90 1.32 -0.36
7 C 2.70 0.44 0.26
8 C 2.35 -0.92 0.46
9 C 1.09 -1.37 0.29
10 H -1.37 1.48 1.11
11 H -2.82 1.47 0.22
12 H -2.91 0.96 1.75
13 H -2.73 -1.14 0.31
14 H -1.46 -1.00 1.58
15 H -0.65 -0.61 -2.74
16 H -1.57 -1.55 -1.90
17 H 0.09 1.85 -1.17
18 H 2.29 2.26 -0.70
19 H 3.68 0.65 0.60
20 H 2.99 -1.45 1.17
21 H 0.71 -2.28 0.70

Properties
DFT total energy, eV: -18230.502
E_HOMO, eV: -6.97
Relative energy (zero: lowest compared OMol25 entry of this formula, charge and spin), kcal per mole: 7.9
SMILES: CC[P@@]1(N)=CC=CC=C1
M, g mol⁻¹: 141.154
Spin multiplicity: 1

Here is the molecule C2H5OP in a non-equilibrium geometry from OMol25. Energies are from ωB97M-V/def2-TZVPD.

Cartesian coordinates (Å):
1 P 1.84 -0.05 0.02
2 C 0.15 -0.31 -0.52
3 C -1.08 0.16 0.08
4 O -0.91 -1.24 0.09
5 H 1.35 -0.41 1.37
6 H 1.69 1.34 0.26
7 H -0.01 -0.54 -1.57
8 H -1.27 0.55 1.03
9 H -1.77 0.51 -0.76

Properties
DFT total energy, eV: -13488.468
E_HOMO, eV: -9.91
Relative energy (zero: lowest compared OMol25 entry of this formula, charge and spin), kcal per mole: 55.5
SMILES: P[C@@H]1CO1
M, g mol⁻¹: 76.035
Spin multiplicity: 1

Here is a structure of composition C37H46FFeN4O4S in a non-equilibrium geometry from OMol25. Energies are from ωB97M-V/def2-TZVPD.

Cartesian coordinates (Å):
1 Fe 0.70 0.00 0.29
2 F -3.97 1.40 4.99
3 C -2.98 2.20 4.53
4 C -2.21 1.76 3.50
5 C -1.23 2.60 2.95
6 C -0.44 2.15 1.81
7 O -0.60 0.98 1.36
8 C 0.43 3.11 1.24
9 C 0.57 4.33 1.85
10 N -0.08 4.71 2.96
11 C 0.26 5.97 3.59
12 C 1.71 6.32 3.76
13 C 0.89 5.94 4.95
14 C -1.04 3.87 3.50
15 C -1.83 4.29 4.58
16 C -2.82 3.48 5.10
17 N -3.61 3.96 6.18
18 C -4.33 3.03 7.03
19 C -4.64 3.70 8.36
20 N -5.43 4.96 8.12
21 C -4.66 5.89 7.22
22 C -4.38 5.17 5.92
23 C 1.26 2.85 0.02
24 O 1.72 3.79 -0.59
25 O 1.45 1.60 -0.28
26 H -2.38 0.78 3.07
27 H 1.25 5.05 1.41
28 H -0.42 6.78 3.35
29 H 1.99 7.35 3.63
30 H 2.45 5.60 3.41
31 H 0.61 6.70 5.67
32 H 1.07 4.96 5.38
33 H -1.66 5.26 5.02
34 H -3.71 2.17 7.24
35 H -5.26 2.67 6.58
36 H -3.73 3.99 8.88
37 H -5.23 3.05 9.00
38 H -5.66 5.42 9.00
39 H -6.31 4.72 7.66
40 H -3.73 6.14 7.74
41 H -5.24 6.80 7.07
42 H -3.82 5.84 5.27
43 H -5.33 4.94 5.41
44 C 2.40 -3.73 -7.21
45 C 2.34 -3.21 -5.80
46 C 3.37 -2.47 -5.26
47 C 3.34 -2.05 -3.94
48 C 2.25 -2.39 -3.15
49 C 1.17 -3.11 -3.68
50 C 1.23 -3.51 -5.00
51 S 2.35 -1.99 -1.46
52 C 2.23 -3.60 -0.72
53 O 1.00 -1.33 -1.08
54 H 3.26 -3.32 -7.75
55 H 1.50 -3.47 -7.77
56 H 2.49 -4.81 -7.22
57 H 4.22 -2.20 -5.88
58 H 4.14 -1.46 -3.52
59 H 0.30 -3.33 -3.08
60 H 0.40 -4.06 -5.43
61 H 1.32 -4.08 -1.07
62 H 2.21 -3.47 0.36
63 H 3.11 -4.18 -1.02
64 C -2.70 -3.25 1.12
65 C -1.41 -3.12 1.88
66 C -1.07 -4.02 2.89
67 C 0.11 -3.89 3.63
68 C 0.45 -4.87 4.72
69 C 0.98 -2.86 3.34
70 C 0.72 -1.94 2.28
71 C -0.52 -2.11 1.59
72 N 1.50 -0.95 1.83
73 C 2.80 -0.48 2.39
74 C 2.48 0.81 3.16
75 C 3.57 -1.43 3.31
76 C 3.73 -0.15 1.22
77 H -3.30 -4.08 1.50
78 H -2.52 -3.43 0.06
79 H -3.30 -2.34 1.20
80 H -1.74 -4.84 3.12
81 H -0.36 -5.58 4.88
82 H 0.65 -4.36 5.66
83 H 1.34 -5.44 4.46
84 H 1.87 -2.77 3.93
85 H -0.80 -1.42 0.80
86 H 1.77 0.62 3.97
87 H 2.07 1.56 2.50
88 H 3.40 1.20 3.60
89 H 3.13 -1.50 4.31
90 H 4.57 -1.03 3.43
91 H 3.66 -2.43 2.89
92 H 3.28 0.57 0.53
93 H 3.99 -1.06 0.67
94 H 4.65 0.29 1.60

Properties
DFT total energy, eV: -101191.804
E_HOMO (spin up / spin down), eV: -12.20 / -12.61
Charge: +2
⟨S²⟩: 0.796
M, g mol⁻¹: 717.709
Spin multiplicity: 2

Here is the molecule C6H6O2 in a non-equilibrium geometry from OMol25. Energies are from ωB97M-V/def2-TZVPD.

Cartesian coordinates (Å):
1 O 1.63 -0.48 1.29
2 C 1.08 0.00 0.32
3 C 1.69 0.76 -0.81
4 C 0.67 1.11 -1.61
5 C -0.63 0.64 -1.05
6 C -0.42 -0.05 0.08
7 C -1.32 -0.69 1.06
8 O -0.88 -1.98 1.43
9 H 2.76 0.92 -0.99
10 H 0.75 1.67 -2.54
11 H -1.57 0.83 -1.55
12 H -1.42 -0.04 1.92
13 H -2.31 -0.82 0.62
14 H -0.02 -1.86 1.83

Properties
DFT total energy, eV: -10412.608
E_HOMO, eV: -9.35
Relative energy (zero: lowest compared OMol25 entry of this formula, charge and spin), kcal per mole: 18.5
SMILES: O=C1C=CC=C1CO
M, g mol⁻¹: 110.112
Spin multiplicity: 1

Here is the molecule C15H26O4 in a non-equilibrium geometry from OMol25. Energies are from ωB97M-V/def2-TZVPD.

Cartesian coordinates (Å):
1 C 0.81 2.34 -3.79
2 C 1.26 1.53 -2.56
3 O 1.96 0.50 -2.72
4 C 1.06 1.78 -1.08
5 C 0.47 3.08 -0.66
6 C 0.02 2.88 0.75
7 C -0.45 1.42 0.69
8 C -2.01 1.36 0.27
9 C -0.20 0.97 2.14
10 C -0.27 -0.59 2.24
11 C 0.52 -1.31 1.25
12 C -0.27 -2.63 0.62
13 C 0.56 -3.31 -0.41
14 O -1.52 -2.17 0.00
15 C -0.65 -3.67 1.76
16 O -1.97 -4.26 1.28
17 C 1.21 -0.41 0.28
18 C 0.28 0.55 -0.38
19 O -0.53 -0.19 -1.30
20 H -0.26 2.00 -3.98
21 H 0.76 3.44 -3.53
22 H 1.45 2.17 -4.66
23 H 2.02 1.85 -0.70
24 H -0.42 3.25 -1.26
25 H 1.20 3.94 -0.86
26 H -0.81 3.44 1.19
27 H 0.94 3.04 1.28
28 H -2.14 1.73 -0.76
29 H -2.59 2.01 0.95
30 H -2.37 0.28 0.12
31 H -0.71 1.53 2.87
32 H 0.81 1.31 2.39
33 H 0.05 -0.79 3.27
34 H -1.29 -0.91 2.28
35 H 1.43 -1.63 1.69
36 H 1.54 -3.65 -0.04
37 H 0.06 -4.29 -0.69
38 H 0.68 -2.73 -1.31
39 H -1.16 -1.39 -0.52
40 H 0.14 -4.43 2.05
41 H -0.95 -3.12 2.68
42 H -2.40 -3.45 0.93
43 H 2.05 0.12 0.80
44 H 1.64 -1.02 -0.58
45 H 0.07 -0.57 -2.00

Properties
DFT total energy, eV: -24164.366
E_HOMO, eV: -9.43
Relative energy (zero: lowest compared OMol25 entry of this formula, charge and spin), kcal per mole: 0.0
SMILES: CC(=O)[C@H]1CC[C@]2(C)CC[C@@H]([C@](C)(O)CO)C[C@]12O
M, g mol⁻¹: 270.369
Spin multiplicity: 1

Here is a structure of composition C18H26As2N4SV from OMol25. Energies are from ωB97M-V/def2-TZVPD.

Cartesian coordinates (Å):
1 V -0.52 0.11 -0.09
2 C -0.60 -1.42 3.96
3 C -0.70 -1.13 2.50
4 N 0.08 -0.34 1.84
5 N 1.20 0.23 2.42
6 C 2.05 0.82 1.58
7 N 3.21 1.28 1.97
8 S 1.57 0.99 -0.11
9 C -1.69 -1.83 1.64
10 C -2.56 -2.76 2.14
11 C -3.34 -3.52 1.25
12 C -3.21 -3.29 -0.11
13 C -2.34 -2.30 -0.55
14 N -1.59 -1.57 0.29
15 H -0.11 -0.62 4.52
16 H -0.05 -2.35 4.10
17 H -1.59 -1.54 4.39
18 H 1.43 -0.01 3.38
19 H 3.54 1.21 2.93
20 H 3.84 1.72 1.31
21 H -2.63 -2.95 3.20
22 H -4.01 -4.27 1.63
23 H -3.77 -3.87 -0.83
24 H -2.25 -2.08 -1.60
25 C 0.40 -0.64 -3.74
26 As -0.25 0.69 -2.52
27 C 0.48 2.40 -3.06
28 C -2.16 0.64 -2.46
29 C -2.80 -0.06 -3.50
30 C -4.18 0.00 -3.63
31 C -4.94 0.71 -2.70
32 C -4.33 1.34 -1.62
33 C -2.95 1.33 -1.50
34 As -2.10 2.06 0.06
35 C -1.65 3.93 -0.13
36 C -3.34 1.91 1.52
37 H -0.03 -1.62 -3.52
38 H 1.48 -0.68 -3.64
39 H 0.13 -0.31 -4.74
40 H -0.10 2.72 -3.93
41 H 1.52 2.24 -3.34
42 H 0.42 3.13 -2.26
43 H -2.23 -0.60 -4.25
44 H -4.66 -0.49 -4.47
45 H -6.02 0.77 -2.82
46 H -4.96 1.85 -0.90
47 H -2.60 4.45 -0.17
48 H -1.10 4.10 -1.05
49 H -1.07 4.25 0.74
50 H -4.16 2.60 1.32
51 H -2.84 2.22 2.44
52 H -3.72 0.90 1.60

Properties
DFT total energy, eV: -183206.559
E_HOMO (spin up / spin down), eV: -21.58 / -21.49
Charge: +4
⟨S²⟩: 0.950
M, g mol⁻¹: 531.289
Spin multiplicity: 2

Here is a structure of composition C25H45ClNO2PSn in a non-equilibrium geometry from OMol25. Energies are from ωB97M-V/def2-TZVPD.

Cartesian coordinates (Å):
1 Sn 0.45 -0.59 -0.32
2 P -2.33 0.40 -0.19
3 Cl 0.18 -2.17 1.52
4 C 2.38 -2.06 -0.84
5 H 1.90 -2.87 -0.28
6 H 2.81 -2.32 -1.82
7 C -3.03 1.16 1.38
8 C -3.20 -1.20 -0.69
9 C -3.12 0.14 2.54
10 H -2.23 1.88 1.66
11 C -3.49 0.92 3.80
12 H -3.88 -0.62 2.31
13 H -2.14 -0.37 2.70
14 C -4.76 1.74 3.63
15 H -3.61 0.21 4.62
16 H -2.62 1.55 4.05
17 C -4.67 2.67 2.43
18 H -5.61 1.06 3.50
19 H -4.97 2.33 4.54
20 C -4.34 1.90 1.15
21 H -5.61 3.20 2.26
22 H -3.89 3.43 2.60
23 H -5.12 1.16 0.91
24 H -4.26 2.59 0.30
25 C -2.55 1.63 -1.61
26 C -4.72 -1.19 -0.48
27 H -2.96 -1.23 -1.78
28 C -5.27 -2.42 -1.21
29 H -4.92 -1.24 0.60
30 H -5.18 -0.27 -0.86
31 C -4.66 -3.72 -0.68
32 H -6.35 -2.42 -1.11
33 H -5.02 -2.32 -2.28
34 C -3.14 -3.71 -0.72
35 H -4.99 -3.86 0.36
36 H -5.05 -4.57 -1.25
37 C -2.61 -2.45 -0.04
38 H -2.73 -4.59 -0.22
39 H -2.79 -3.72 -1.76
40 H -2.84 -2.46 1.04
41 H -1.52 -2.49 -0.14
42 C -2.18 3.09 -1.28
43 H -1.78 1.25 -2.32
44 C -2.25 3.93 -2.56
45 H -2.89 3.51 -0.54
46 H -1.19 3.17 -0.82
47 C -3.60 3.81 -3.26
48 H -2.05 4.98 -2.32
49 H -1.46 3.58 -3.24
50 C -3.98 2.35 -3.52
51 H -4.38 4.28 -2.66
52 H -3.58 4.34 -4.22
53 C -3.93 1.52 -2.24
54 H -4.99 2.27 -3.94
55 H -3.28 1.90 -4.24
56 H -4.69 1.87 -1.53
57 H -4.17 0.47 -2.48
58 C 0.57 1.61 1.11
59 C 2.71 -0.82 -0.23
60 H -0.29 2.23 0.75
61 C 3.65 0.12 -0.99
62 H 2.73 -0.69 0.88
63 C 3.93 1.43 -0.23
64 H 4.62 -0.38 -1.15
65 H 3.25 0.36 -1.99
66 C 2.68 2.37 -0.16
67 H 4.22 1.17 0.80
68 H 4.78 1.97 -0.68
69 C 1.94 2.19 1.18
70 H 3.08 3.40 -0.18
71 H 2.06 2.27 -1.08
72 H 2.59 1.63 1.88
73 H 1.77 3.20 1.57
74 O 0.03 0.68 4.35
75 N -0.42 1.44 3.62
76 O 0.19 0.69 1.91

Properties
DFT total energy, eV: -59878.362
E_HOMO (spin up / spin down), eV: -6.32 / -6.53
Relative energy (zero: lowest compared OMol25 entry of this formula, charge and spin), kcal per mole: 0.0
M, g mol⁻¹: 576.778
Spin multiplicity: 1

Here is a cluster of 5 separate species, C22H29F3N7O in total in a non-equilibrium geometry from OMol25. Energies are from ωB97M-V/def2-TZVPD.

Cartesian coordinates (Å):
1 F -1.60 0.74 2.27
2 C -0.46 0.17 2.74
3 F -0.56 -0.19 4.01
4 F 0.50 1.15 2.57
5 C -0.04 -1.00 1.80
6 O 0.22 -0.40 0.54
7 C 1.40 -0.89 -0.09
8 C 2.03 0.36 -0.86
9 N 0.90 1.26 -1.19
10 C 0.62 2.41 -0.58
11 N -0.50 2.84 -1.20
12 C -0.85 1.91 -2.15
13 N 0.02 0.92 -2.14
14 H -0.94 -1.66 1.73
15 H 0.81 -1.57 2.24
16 H 1.12 -1.63 -0.87
17 H 2.16 -1.31 0.59
18 H 2.73 0.90 -0.19
19 H 2.50 0.07 -1.82
20 H 1.18 2.87 0.25
21 H -1.02 3.69 -0.99
22 H -1.70 1.87 -2.85
23 N 1.26 -4.85 -0.42
24 C 1.45 -4.88 -1.78
25 C 2.59 -5.59 -2.04
26 C 3.11 -6.02 -0.79
27 C 2.27 -5.55 0.19
28 H 0.51 -4.39 0.05
29 H 0.76 -4.38 -2.45
30 H 3.00 -5.79 -3.01
31 H 4.00 -6.61 -0.63
32 H 2.30 -5.65 1.26
33 N -0.07 1.21 -6.33
34 C -0.72 0.70 -7.41
35 C -1.50 -0.34 -6.98
36 C -1.32 -0.46 -5.58
37 C -0.42 0.52 -5.20
38 H 0.58 1.98 -6.35
39 H -0.58 1.11 -8.39
40 H -2.14 -0.95 -7.60
41 H -1.78 -1.17 -4.92
42 H -0.02 0.77 -4.24
43 N 2.10 3.59 3.14
44 C 3.45 3.43 3.04
45 C 4.04 4.65 3.21
46 C 3.00 5.59 3.44
47 C 1.82 4.91 3.40
48 H 1.41 2.86 3.06
49 H 3.88 2.46 2.84
50 H 5.10 4.85 3.18
51 H 3.12 6.65 3.62
52 H 0.80 5.25 3.52
53 N -4.50 -0.62 2.63
54 C -5.86 -0.59 2.80
55 C -6.13 -0.64 4.14
56 C -4.88 -0.69 4.82
57 C -3.90 -0.68 3.86
58 H -4.02 -0.60 1.75
59 H -6.52 -0.54 1.94
60 H -7.11 -0.63 4.59
61 H -4.73 -0.74 5.88
62 H -2.83 -0.70 3.95

Properties
DFT total energy, eV: -43906.679
E_HOMO, eV: -10.21
Charge: +1
M, g mol⁻¹: 464.516
Spin multiplicity: 1

Here is the molecule C3H2O3S in a non-equilibrium geometry from OMol25. Energies are from ωB97M-V/def2-TZVPD.

Cartesian coordinates (Å):
1 O -2.66 -0.88 -0.20
2 C -1.61 -0.36 -0.08
3 O -1.36 0.94 0.02
4 C 0.03 1.10 -0.14
5 C 0.70 -0.05 -0.17
6 S 2.38 -0.32 -0.14
7 O -0.36 -0.94 0.06
8 H 0.56 2.13 0.15
9 H 2.31 -1.62 0.51

Properties
DFT total energy, eV: -20119.271
E_HOMO, eV: -9.05
Relative energy (zero: lowest compared OMol25 entry of this formula, charge and spin), kcal per mole: 51.3
SMILES: O=c1occ(S)o1
M, g mol⁻¹: 118.113
Spin multiplicity: 1

Here is a structure of composition C20H21ClFeN2OPS in a non-equilibrium geometry from OMol25. Energies are from ωB97M-V/def2-TZVPD.

Cartesian coordinates (Å):
1 Fe -0.50 1.27 1.65
2 Cl -2.58 1.48 2.05
3 C 1.67 1.66 0.99
4 O 2.69 2.18 0.98
5 P -0.11 -0.08 -0.18
6 C -0.05 0.89 -1.73
7 C 1.21 -1.31 -0.45
8 C -1.65 -1.09 -0.27
9 C 0.96 -2.69 -0.37
10 C 1.94 -3.60 -0.78
11 C 3.19 -3.15 -1.22
12 C 3.46 -1.77 -1.22
13 C 2.48 -0.86 -0.82
14 H 0.00 -3.07 -0.03
15 H 1.72 -4.67 -0.75
16 H 3.95 -3.86 -1.55
17 H 4.44 -1.41 -1.55
18 H 2.71 0.20 -0.84
19 C -0.38 2.25 -1.70
20 C -0.33 3.01 -2.87
21 C 0.03 2.42 -4.08
22 C 0.37 1.06 -4.12
23 C 0.33 0.30 -2.94
24 H -0.68 2.72 -0.75
25 H -0.59 4.07 -2.83
26 H 0.05 3.01 -5.00
27 H 0.66 0.57 -5.05
28 H 0.60 -0.76 -2.97
29 C -2.43 -1.14 -1.43
30 C -3.58 -1.93 -1.45
31 C -3.97 -2.65 -0.32
32 C -3.20 -2.59 0.84
33 C -2.03 -1.83 0.87
34 H -2.14 -0.56 -2.30
35 H -4.17 -1.97 -2.36
36 H -4.87 -3.26 -0.33
37 H -3.49 -3.14 1.74
38 H -1.42 -1.79 1.78
39 H -0.40 2.86 1.14
40 H -0.20 2.82 2.06
41 N -0.30 2.54 4.75
42 C 0.74 1.73 4.51
43 N 1.87 1.90 5.22
44 S 0.67 0.43 3.37
45 H -0.24 3.27 5.44
46 H -1.15 2.45 4.19
47 H 2.68 1.33 4.97
48 H 2.05 2.77 5.71

Properties
DFT total energy, eV: -93125.430
E_HOMO (spin up / spin down), eV: -14.84 / -14.82
Charge: +2
⟨S²⟩: 8.782
M, g mol⁻¹: 459.740
Spin multiplicity: 6

Here is the molecule C2H3NO3 in a non-equilibrium geometry from OMol25. Energies are from ωB97M-V/def2-TZVPD.

Cartesian coordinates (Å):
1 N -2.41 -0.04 0.14
2 C -1.25 0.02 0.03
3 C 0.18 0.07 -0.02
4 O 0.46 1.25 -0.74
5 O 0.80 -0.86 -0.77
6 O 0.66 -0.06 1.30
7 H 1.43 1.26 -0.98
8 H 0.31 -1.75 -0.85
9 H -0.17 0.12 1.89

Properties
DFT total energy, eV: -9753.886
E_HOMO, eV: -11.48
Relative energy (zero: lowest compared OMol25 entry of this formula, charge and spin), kcal per mole: 50.8
SMILES: N#CC(O)(O)O
M, g mol⁻¹: 89.050
Spin multiplicity: 1